[1]
A 13-piece molecular cluster, C28H85N9O16 overall at a distorted geometry, computed with wB97M-V/def2-TZVPD.

XYZ file:
```
138
Properties=species:S:1:pos:R:3:lowdin_charge:R:1
C 0.9845 16.4271 8.5978 -0.14
O -0.0428 17.3181 8.7114 -0.20
C -1.1091 16.9295 9.6207 -0.13
C -1.9835 18.2399 9.8411 -0.18
N -1.2808 19.2676 10.5743 -0.07
C -2.0790 20.5551 10.7221 -0.12
C -3.3279 20.2753 11.6132 -0.20
O -4.5391 19.8989 10.9467 -0.22
C -5.0670 20.8610 10.0871 -0.10
H 0.5474 15.4552 8.3690 0.06
H 1.5236 16.3597 9.5428 0.09
H 1.6738 16.5927 7.7698 0.10
H -0.8046 16.5504 10.5963 0.10
H -1.7198 16.1350 9.1919 0.11
H -2.8830 17.9624 10.3907 0.11
H -2.3768 18.6438 8.9082 0.11
H -0.4846 19.3979 9.9668 0.12
H -2.1603 21.0995 9.7813 0.12
H -1.3089 21.0655 11.3005 0.11
H -3.4818 21.1459 12.2509 0.10
H -2.9703 19.4628 12.2456 0.10
H -4.5114 20.9067 9.1505 0.08
H -5.0329 21.8314 10.5822 0.09
H -6.1137 20.5924 9.9442 0.08
C -3.2539 18.3727 18.5648 -0.07
O -3.6105 18.0102 17.2165 -0.15
C -4.3865 18.9966 16.5817 -0.24
C -4.6313 18.8053 15.1301 -0.12
N -4.8940 20.0100 14.3360 0.22
C -6.2072 20.6832 14.6098 -0.07
C -7.4070 19.8125 14.2110 -0.16
O -7.5234 19.6387 12.7824 -0.20
C -8.5928 20.3730 12.1946 -0.06
H -3.1674 19.4311 18.8108 0.09
H -2.3124 17.8857 18.8186 0.09
H -3.8862 17.9365 19.3381 0.09
H -3.9681 19.9643 16.8585 0.14
H -5.4121 18.8584 16.9239 0.13
H -5.4379 18.0821 15.0099 0.15
H -3.7821 18.2057 14.8024 0.12
H -4.9235 19.8800 13.3348 0.11
H -6.1414 21.6374 14.0871 0.13
H -6.2019 21.0013 15.6524 0.14
H -8.3171 20.1425 14.7119 0.14
H -7.3968 18.8626 14.7455 0.12
H -8.5177 21.4451 12.3762 0.10
H -9.4990 19.9871 12.6615 0.10
H -8.5842 20.2308 11.1139 0.10
C -6.2133 27.3981 11.9044 -0.04
O -6.0431 26.2537 12.7714 -0.20
C -5.1979 25.2267 12.4018 -0.29
C -4.5520 24.6719 13.6372 -0.21
N -3.4921 25.6355 14.1264 -0.04
C -2.5427 24.9259 15.0220 -0.18
C -1.6932 23.7960 14.3023 -0.18
O -0.3059 23.7894 14.8310 -0.19
C 0.4229 22.5569 14.5931 -0.09
H -6.3327 26.9820 10.9041 0.08
H -5.4046 28.1283 11.9343 0.09
H -7.1577 27.6281 12.3978 0.10
H -4.5125 25.4864 11.5951 0.12
H -5.7268 24.3728 11.9786 0.10
H -4.1575 23.6964 13.3528 0.08
H -5.3489 24.3986 14.3289 0.11
H -4.0038 26.2580 14.7352 0.10
H -3.1799 24.6920 15.8748 0.11
H -1.7649 25.5751 15.4242 0.11
H -1.8296 23.9657 13.2342 0.11
H -2.1775 22.8267 14.4204 0.08
H -0.1023 21.6347 14.8418 0.06
H 1.3681 22.7724 15.0913 0.09
H 0.6969 22.4481 13.5437 0.08
C 3.5177 13.7639 12.6580 -0.85
O 3.9018 13.5222 13.7601 0.07
N 3.5573 13.0644 11.5875 0.17
N 3.0262 14.9134 12.3329 0.15
H 4.2495 12.3320 11.5197 0.13
H 2.9550 13.4003 10.8496 0.08
H 3.0731 15.3099 11.4051 0.10
H 2.6282 15.3865 13.1316 0.11
C -7.4906 21.0518 6.7270 -0.79
O -7.7784 22.0954 6.1276 0.00
N -8.2081 20.0110 6.6838 0.20
N -6.3480 20.9773 7.3491 0.17
H -9.0930 20.0861 6.2028 0.14
H -8.0154 19.3211 7.3958 0.08
H -5.8273 21.8239 7.5286 0.05
H -5.9219 20.0730 7.4932 0.06
C -7.7335 17.6809 9.9849 -0.83
O -8.5098 17.8557 9.0553 0.02
N -6.5015 17.9746 9.8435 0.21
N -8.1628 17.3531 11.1230 0.19
H -6.2491 18.2816 8.9150 0.07
H -5.8346 18.2153 10.5628 0.09
H -9.1705 17.3986 11.1741 0.14
H -7.5506 17.2125 11.9139 0.12
C -5.5464 17.3156 6.4690 -0.10
O -4.9326 18.1959 7.4279 -0.18
H -6.3402 17.7693 5.8755 0.08
H -4.7648 17.1802 5.7214 0.08
H -5.8434 16.4176 7.0108 0.09
H -4.0510 18.4408 7.1373 0.08
C -0.1477 18.6432 13.7939 -0.17
O -0.9824 17.7715 13.1316 -0.12
H -0.3116 18.7364 14.8674 0.08
H 0.8788 18.2787 13.7568 0.09
H -0.2607 19.6719 13.4515 0.06
H -1.2409 18.3829 12.4380 0.01
C 2.7745 13.4598 7.4544 -0.18
O 3.3812 13.8040 8.6572 -0.12
H 1.7027 13.6206 7.3388 0.07
H 3.2835 14.0182 6.6688 0.08
H 2.8500 12.4149 7.1535 0.08
H 4.2751 13.4538 8.6559 0.09
C -2.8644 15.3013 13.6067 -0.16
O -2.4575 15.1707 12.2868 -0.12
H -3.4492 14.4060 13.8180 0.09
H -2.0044 15.2256 14.2721 0.08
H -3.3488 16.2542 13.8196 0.05
H -1.8967 15.9020 12.0179 0.03
C -1.3939 13.2044 10.0790 -0.14
O -2.2053 13.3747 8.9032 -0.13
H -0.5715 13.9076 10.2103 0.06
H -2.0610 13.3725 10.9245 0.06
H -0.9899 12.1950 10.1559 0.08
H -3.1346 13.2410 9.1036 0.08
C -4.3029 24.3568 8.6010 -0.12
O -4.9117 23.2388 7.9637 -0.14
H -5.0398 24.6440 9.3510 0.06
H -3.4569 24.1510 9.2569 0.07
H -4.1711 25.1642 7.8808 0.10
H -4.6406 23.3583 7.0505 0.09
C -1.7473 15.5129 6.4114 -0.16
O -1.9290 15.6608 5.0267 -0.11
H -1.6071 14.4433 6.5679 0.08
H -0.9057 16.0559 6.8413 0.06
H -2.6783 15.7762 6.9133 0.07
H -1.7017 14.8162 4.6311 0.08
```

expectation value of S² = 0.755
gap between HOMO and LUMO (spin up / spin down) = 7.8177 / 2.2701 eV
net charge = +1
electronic energy = -2813.79780 a.u.
2S+1 = 2
lowest unoccupied orbital energy (spin up / spin down) = -2.49 / -8.03 eV

***

[2]
A 15-piece molecular cluster, C28H93N7O15 overall at a distorted geometry, computed with wB97M-V/def2-TZVPD.

XYZ file:
```
143
Properties=species:S:1:pos:R:3:lowdin_charge:R:1
C 28.5852 20.2126 19.8047 -0.06
C 27.0785 20.3692 19.5781 -0.45
C 26.4313 19.3255 18.6536 -0.16
O 26.7272 19.5174 17.2481 -0.22
C 27.1293 18.3993 16.4755 -0.10
N 26.5272 20.2893 20.8875 0.02
H 29.1472 20.2599 18.8720 0.08
H 28.7527 19.2910 20.3621 0.08
H 28.8886 21.0821 20.3879 0.08
H 26.7146 21.3069 19.1580 0.15
H 25.3498 19.4586 18.6242 0.11
H 26.5966 18.2971 18.9746 0.13
H 28.1357 18.1094 16.7773 0.09
H 27.0742 18.5575 15.3985 0.07
H 26.3724 17.6209 16.5724 0.08
H 26.7678 21.1433 21.3702 0.08
H 27.0965 19.6094 21.3709 0.06
C 21.1702 8.6642 10.4473 -0.06
C 21.7480 10.0087 10.0281 -0.48
C 23.1479 10.3346 10.5299 -0.24
O 23.6078 11.4208 9.8430 -0.23
C 24.9922 11.7679 9.7691 -0.06
N 21.6240 10.1433 8.6156 0.06
H 21.0229 8.6304 11.5268 0.07
H 21.8567 7.8550 10.1980 0.08
H 20.1819 8.5423 10.0040 0.08
H 21.1161 10.7536 10.5117 0.13
H 23.8031 9.4672 10.4502 0.13
H 22.9998 10.4806 11.5998 0.13
H 25.4388 11.5922 10.7477 0.09
H 25.1449 12.8440 9.6858 0.08
H 25.4384 11.2107 8.9453 0.10
H 22.1824 10.9768 8.4989 0.06
H 22.2252 9.4345 8.2203 0.08
C 20.1373 13.8672 15.5907 -0.04
C 18.8455 14.7043 15.8063 -0.41
C 17.8890 14.5523 14.5996 -0.19
O 17.3007 13.2139 14.6215 -0.19
C 16.3303 13.0361 13.6086 -0.12
N 18.1841 14.4565 17.1042 0.05
H 20.1199 12.8222 15.9003 0.08
H 20.8980 14.2172 16.2885 0.07
H 20.4307 14.0574 14.5583 0.04
H 19.0367 15.7658 15.6489 0.12
H 18.4582 14.7066 13.6830 0.10
H 17.2004 15.3914 14.6987 0.12
H 15.7537 12.1113 13.6313 0.09
H 16.7640 13.1568 12.6160 0.08
H 15.6283 13.8635 13.7124 0.08
H 17.2152 14.7210 16.9982 0.06
H 18.2008 13.4956 17.4148 0.07
C 24.2841 20.2456 8.1670 -0.04
C 24.2640 18.7371 7.9324 -0.39
C 24.0206 18.3117 6.4644 -0.16
O 22.6328 18.5005 6.0699 -0.18
C 22.3991 17.8689 4.8268 -0.13
N 25.6014 18.3984 8.3358 0.01
H 24.3804 20.5407 9.2119 0.06
H 23.3073 20.5408 7.7838 0.07
H 24.9947 20.8553 7.6090 0.09
H 23.6390 18.1371 8.5939 0.14
H 24.2805 17.2571 6.3735 0.12
H 24.6305 18.9581 5.8332 0.13
H 21.4814 18.2373 4.3684 0.09
H 22.3121 16.7831 4.8668 0.08
H 23.1585 18.1041 4.0811 0.08
H 25.6680 18.5852 9.3261 0.06
H 25.8143 17.4144 8.2543 0.09
C 22.8274 18.1675 16.9303 -0.07
C 21.6324 18.4236 16.1251 -0.45
C 20.4922 19.2182 16.8544 -0.17
O 19.4587 19.8169 16.0502 -0.19
C 18.3836 20.3032 16.8555 -0.11
N 22.0479 19.1011 14.8902 0.04
H 22.5845 17.7931 17.9248 0.09
H 23.2494 19.1386 17.1893 0.08
H 23.4652 17.5028 16.3475 0.08
H 21.2705 17.5458 15.5898 0.13
H 21.0825 19.9279 17.4340 0.12
H 20.0308 18.5955 17.6208 0.12
H 18.6357 21.3037 17.2070 0.09
H 17.9570 19.6573 17.6228 0.09
H 17.5842 20.4981 16.1407 0.08
H 22.5646 19.9453 15.0912 0.08
H 21.1819 19.3584 14.4386 0.07
C 20.8248 22.5015 9.1291 -0.06
C 20.5078 22.7300 10.6896 -0.40
C 21.3322 21.7197 11.5551 -0.15
O 22.7762 21.8655 11.2482 -0.19
C 23.5218 20.8585 11.8370 -0.15
N 20.9173 24.0425 11.0998 0.02
H 20.3914 23.2406 8.4552 0.06
H 20.5578 21.5113 8.7601 0.07
H 21.8750 22.6763 8.8952 0.06
H 19.4233 22.7689 10.7920 0.12
H 20.9586 20.7422 11.2503 0.12
H 21.0344 22.0009 12.5652 0.12
H 23.6201 20.9771 12.9161 0.07
H 24.4831 20.9346 11.3289 0.08
H 23.1642 19.8346 11.7284 0.08
H 21.4894 24.4572 10.3780 0.07
H 21.6111 23.8342 11.8036 0.06
C 21.3621 15.4009 12.3639 -0.05
C 21.4818 14.3648 11.2052 -0.36
C 21.1967 14.8815 9.8217 -0.18
O 21.2164 13.9185 8.7492 -0.19
C 21.4339 14.4536 7.4942 -0.13
N 22.9200 14.0329 11.3050 0.03
H 21.7850 16.3645 12.0797 0.08
H 21.7572 15.1689 13.3530 0.07
H 20.3077 15.5304 12.6082 0.06
H 20.8752 13.4827 11.4104 0.14
H 21.7285 15.8143 9.6342 0.13
H 20.1480 15.1772 9.8516 0.13
H 21.0560 13.8015 6.7068 0.10
H 22.4498 14.8281 7.3686 0.09
H 20.7610 15.3111 7.4947 0.08
H 23.0162 13.4548 12.1275 0.10
H 23.0649 13.3449 10.5798 0.06
O 28.7769 16.0468 8.5730 -0.04
H 28.6844 16.9831 8.3970 -0.01
H 29.7087 15.8694 8.4446 0.07
O 27.1485 19.0854 10.9179 -0.04
H 27.6625 19.4809 11.6219 0.05
H 27.7605 19.0130 10.1855 -0.01
O 24.6935 18.1591 13.9461 -0.06
H 23.7980 18.0329 14.2598 -0.01
H 24.7544 17.6076 13.1661 0.00
O 26.7119 15.5086 10.0819 -0.06
H 27.3891 15.6249 9.4155 -0.03
H 26.9607 16.1093 10.7843 0.04
O 27.9116 12.5040 10.9449 -0.05
H 28.5265 13.1755 11.2401 0.03
H 27.2877 12.9758 10.3932 -0.01
O 24.5898 15.9362 11.9733 -0.07
H 23.8825 15.2922 12.0058 -0.04
H 25.1875 15.6028 11.3041 -0.01
O 26.0478 20.8229 14.5346 -0.06
H 25.6227 20.0751 14.1148 -0.02
H 26.3506 20.4849 15.3774 -0.01
O 28.2662 18.6697 8.2873 -0.06
H 28.5003 19.5544 8.0067 0.07
H 27.3101 18.6496 8.2448 -0.02
```

energy relative to the best compared isomer or geometry (same formula, charge and spin) = 196.6 kJ/mol
gap between HOMO and LUMO = 9.3230 eV
net charge = 0
electronic energy = -2634.24517 a.u.
lowest unoccupied orbital energy = 0.28 eV